[1]
C11H26N4O7Ti | the ωB97M-V functional and the def2-TZVPD basis

Geometry as ORCA input:
```
! wB97M-V def2-TZVPD RIJCOSX def2/J DEFGRID3
* xyz 0 3
O 0.536 -1.367 -3.336
H 1.064 -1.865 -3.979
Ti -0.745 -0.211 -0.676
N -0.617 -0.940 1.352
N -1.136 -2.135 -0.765
N 0.786 1.081 0.069
N -0.307 1.120 -2.228
O -0.170 -0.358 2.443
O 1.492 0.987 1.230
O -0.608 0.934 -3.565
O -1.983 -1.368 -1.607
C -1.669 -2.744 0.354
C -1.285 -2.112 1.547
C 0.965 2.229 -0.631
C 0.408 2.226 -1.933
C -1.560 -2.559 2.933
H -2.279 -1.893 3.431
H -0.642 -2.577 3.534
H -1.989 -3.566 2.925
C -2.532 -3.937 0.220
H -2.155 -4.580 -0.584
H -3.567 -3.658 -0.024
H -2.546 -4.510 1.153
C 1.712 3.392 -0.077
C 0.638 3.321 -2.909
H 2.043 3.182 0.943
H 1.077 4.291 -0.069
H 2.592 3.617 -0.698
H 0.184 3.094 -3.876
H 1.716 3.475 -3.053
H 0.223 4.264 -2.527
H 0.812 0.429 1.862
H -0.227 0.006 -3.723
C 1.249 -1.372 -2.023
H 0.989 -2.295 -1.491
H 1.063 -0.436 -1.447
H 2.334 -1.372 -2.214
O 3.881 -0.552 1.234
H 3.019 -0.071 1.269
H 3.701 -1.407 1.660
C -2.915 1.575 2.184
C -2.577 2.062 0.801
O -2.456 0.882 -0.092
H -3.803 0.937 2.178
H -3.129 2.434 2.825
H -2.084 1.019 2.626
H -3.342 2.726 0.387
H -1.606 2.561 0.759
H -3.134 0.910 -0.790
*
```

Its energy above the lowest of the compared OMol25 structures with the same formula, charge and spin is 1.2221 eV. The value obtained for the maximum force is 2.2 eV/Å. As for the electronic energy: -55231.154 eV. The HOMO energy (spin up / spin down) is -6.51 / -7.83 eV. As for the LUMO energy (spin up / spin down): 0.10 / -0.40 eV. The HOMO-LUMO gap (spin up / spin down) is 6.605 / 7.429 eV.

Here are the Löwdin charges for atoms 1 to 6, given in e:
1. O -0.128
2. H 0.109
3. Ti 1.076
4. N -0.138
5. N -0.201
6. N -0.137

***

[2]
C29H36BiN8 | the ωB97M-V functional and the def2-TZVPD basis

Geometry as ORCA input:
```
! wB97M-V def2-TZVPD RIJCOSX def2/J DEFGRID3
* xyz -1 1
Bi -0.714 -0.317 0.120
N 0.813 -2.702 3.749
N -0.402 -3.113 -1.669
C 1.398 2.355 0.487
C 2.287 1.270 0.749
C 2.042 0.825 2.083
C 2.742 -0.267 2.798
H 3.594 -0.640 2.225
H 2.094 -1.149 3.011
H 3.060 0.061 3.792
C 1.054 1.664 2.660
C 0.516 1.480 4.025
H 1.263 1.854 4.742
H 0.318 0.425 4.282
H -0.408 2.052 4.170
C 0.651 2.612 1.682
C -0.383 3.655 1.869
H -1.229 3.276 2.461
H -0.765 4.015 0.907
H 0.022 4.528 2.406
C 3.223 0.662 -0.229
H 4.027 1.375 -0.469
H 2.741 0.391 -1.184
H 3.686 -0.244 0.179
C 1.249 3.045 -0.817
H 0.294 3.581 -0.881
H 1.279 2.324 -1.648
H 2.050 3.779 -1.011
C 0.103 -3.363 4.650
H 0.449 -3.341 5.694
C -1.082 -4.047 4.322
H -1.650 -4.523 5.126
C -1.432 -4.137 2.964
H -2.218 -4.839 2.658
C -0.747 -3.352 2.048
H -0.901 -3.348 0.973
C 0.210 -2.429 2.561
C 0.535 -1.161 1.967
H 1.165 -1.412 1.051
C -0.456 -1.752 -1.732
C 0.762 -3.387 -2.362
H 1.466 -4.212 -2.151
C 0.698 -2.512 -3.469
H 1.093 -2.652 -4.462
N 0.033 -1.376 -3.009
C -0.080 -0.084 -3.589
C 1.012 0.476 -4.249
C 0.818 1.642 -5.005
H 1.571 1.958 -5.738
C -0.344 2.408 -4.913
C -0.484 3.687 -5.700
H -0.997 4.481 -5.153
H -1.054 3.512 -6.617
H 0.492 4.074 -6.001
C -1.400 1.849 -4.174
H -2.373 2.365 -4.187
C -1.296 0.605 -3.542
C -2.495 -0.011 -2.898
H -2.439 -1.102 -2.955
H -3.428 0.296 -3.404
H -2.649 0.277 -1.839
C 2.324 -0.219 -4.281
H 2.298 -1.041 -5.015
H 2.622 -0.641 -3.312
H 3.147 0.451 -4.602
N -3.218 -1.682 4.931
N -3.177 -1.435 3.580
N -4.293 -1.024 2.930
C -3.774 -0.363 1.896
N -2.418 -0.337 1.899
N -2.036 -0.913 3.062
H -4.096 -2.111 5.190
H -2.418 -2.235 5.226
H -4.346 0.162 1.136
*
```

The value obtained for the maximum force is 5.8 eV/Å. As for the electronic energy: -48407.591 eV. The HOMO energy (spin up / spin down) is -2.34 / -2.44 eV. As for the LUMO energy (spin up / spin down): 2.07 / 2.11 eV. The HOMO-LUMO gap (spin up / spin down) is 4.405 / 4.544 eV.

Here are the Löwdin charges for atoms 1 to 6, given in e:
1. Bi 1.629
2. N 0.086
3. N -0.002
4. C -0.290
5. C -0.292
6. C -0.328

***

[3]
C6H10O | the ωB97M-V functional and the def2-TZVPD basis

Geometry as ORCA input:
```
! wB97M-V def2-TZVPD RIJCOSX def2/J DEFGRID3
* xyz 0 1
C 0.978 0.591 1.561
C 1.069 -0.108 0.409
C 2.350 -0.023 -0.441
C -0.029 -0.772 -0.248
C -1.281 -0.606 0.320
C -2.457 -0.127 -0.446
O -2.176 1.113 -1.078
H 1.766 1.300 1.958
H 0.052 0.437 2.132
H 2.719 -0.935 -0.960
H 3.132 0.448 0.197
H 2.522 0.624 -1.372
H 0.179 -1.145 -1.226
H -1.553 -1.113 1.232
H -3.412 0.061 0.270
H -2.660 -1.007 -1.162
H -1.200 1.263 -1.146
*
```

Its energy above the lowest of the compared OMol25 structures with the same formula, charge and spin is 3.8113 eV. The value obtained for the maximum force is 2.9 eV/Å. As for the electronic energy: -8427.429 eV. The HOMO energy is -7.85 eV. As for the LUMO energy: -0.32 eV. Its SMILES is C=C(C)/C=C/CO. The HOMO-LUMO gap is 7.526 eV.

Here are the Löwdin charges for atoms 1 to 6, given in e:
1. C 0.034
2. C -0.378
3. C -0.094
4. C -0.077
5. C -0.108
6. C -0.285